C45H42BrCaN5O3P2S2 | ωB97M-V with the def2-TZVPD basis set

Structure (XYZ):
```
101
C45H42BrCaN5O3P2S2 ωB97M-V with the def2-TZVPD basis set
Ca 0.4823 -0.1045 -0.3067
N 7.8748 -2.8031 2.6880
C 6.7375 -2.3596 2.0492
C 5.4736 -2.6563 2.5650
C 4.3363 -2.1815 1.9457
C 4.4509 -1.3958 0.8031
C 5.7023 -1.0964 0.2757
C 6.8356 -1.5769 0.8946
S 3.0247 -0.8023 0.0356
O 1.8956 -1.6887 0.4197
O 3.2296 -0.7302 -1.4002
N 2.4978 0.5775 0.6075
C 3.2035 1.7699 0.4371
N 4.4953 1.7352 0.1335
C 5.0851 2.9231 0.0291
C 4.4151 4.1156 0.2240
C 3.0628 4.0193 0.5255
N 2.4479 2.8519 0.6288
H 7.7787 -3.5710 3.3303
H 8.7265 -2.8221 2.1529
H 5.3898 -3.2711 3.4518
H 3.3616 -2.4321 2.3385
H 5.7786 -0.4954 -0.6171
H 7.8102 -1.3496 0.4853
H 6.1396 2.9153 -0.2232
H 4.9135 5.0688 0.1415
H 2.4465 4.8976 0.6806
C -4.5971 6.7965 -0.6099
S -5.6890 5.6958 -1.5147
C -4.5121 4.4013 -1.9511
C -4.0748 3.5135 -0.7993
C -3.0625 2.4570 -1.2357
N -2.5655 1.6690 -0.1164
P -2.3962 -0.5448 -0.1400
C -3.4266 -0.5817 1.3645
C -4.6313 0.1080 1.4415
C -5.4120 0.0415 2.5864
C -4.9724 -0.6870 3.6828
C -3.7531 -1.3492 3.6248
C -2.9953 -1.3067 2.4658
C -3.3734 -0.5857 -1.6813
C -4.7456 -0.8040 -1.7296
C -5.3996 -0.8969 -2.9498
C -4.6958 -0.7819 -4.1400
C -3.3258 -0.5687 -4.1041
C -2.6799 -0.4696 -2.8811
P -1.0517 2.1477 0.4782
C -0.8644 3.9525 0.2667
C -1.2716 4.8786 1.2225
C -1.1169 6.2411 1.0074
C -0.5533 6.7017 -0.1737
C -0.1266 5.7890 -1.1302
C -0.2709 4.4295 -0.8995
C -1.2237 1.9422 2.2818
C -0.1533 1.4866 3.0392
C -0.2907 1.3101 4.4127
C -1.4983 1.5964 5.0297
C -2.5756 2.0546 4.2770
C -2.4384 2.2191 2.9105
H -5.2013 7.6142 -0.2201
H -3.8254 7.2175 -1.2550
H -4.1165 6.3041 0.2336
H -3.6433 4.8720 -2.4213
H -5.0020 3.8115 -2.7294
H -4.9481 3.0218 -0.3624
H -3.6305 4.1211 -0.0091
H -2.2663 2.9681 -1.8036
H -3.5417 1.7976 -1.9669
H -4.9407 0.7254 0.6105
H -6.3540 0.5721 2.6219
H -5.5732 -0.7340 4.5816
H -3.3922 -1.9043 4.4789
H -2.0501 -1.8454 2.4397
H -5.3147 -0.9318 -0.8199
H -6.4666 -1.0693 -2.9647
H -5.2131 -0.8580 -5.0864
H -2.7587 -0.4678 -5.0201
H -1.6092 -0.2613 -2.8798
H -1.7068 4.5417 2.1570
H -1.4385 6.9418 1.7663
H -0.4394 7.7630 -0.3478
H 0.3296 6.1315 -2.0490
H 0.1050 3.7273 -1.6381
H 0.8061 1.2786 2.5670
H 0.5488 0.9504 4.9933
H -1.6066 1.4565 6.0975
H -3.5228 2.2618 4.7541
H -3.2793 2.5304 2.3041
Br 3.4681 -4.5241 -0.5599
C 1.6549 -3.9921 -0.4904
C 0.9126 -4.2606 0.6478
C -0.3976 -3.8134 0.7243
C -0.9643 -3.1066 -0.3269
C -0.2057 -2.8626 -1.4702
C 1.1065 -3.3096 -1.5611
H 1.3604 -4.8003 1.4696
H -0.9921 -4.0180 1.6064
H -0.6548 -2.3508 -2.3136
H 1.6976 -3.1180 -2.4461
O -3.3011 -3.3086 -0.0804
C -2.3762 -2.5424 -0.1877
```

The strongest force on any atom is 1.44 eV Å⁻¹. As for the total energy: -189669.9705 eV. For the molecular weight, the calculation gives 946.9 g mol⁻¹. The value obtained for the lowest unoccupied orbital energy is -0.0133 eV.

Results of the Mulliken charge analysis, in e, for atoms 1 through 6:
1 Ca 1.9533
2 N -0.5309
3 C 1.0397
4 C -0.8503
5 C -0.4160
6 C -0.5263